1.
Molecular formula: C42H104N8O2
Method: DFT, the ωB97M-V functional and the def2-TZVPD basis

CARTESIAN COORDINATES (ANGSTROEM)
C: -19.902 22.293 4.942
C: -18.669 21.385 4.866
N: -17.483 22.072 5.405
C: -17.557 22.591 6.792
C: -18.059 21.514 7.819
C: -16.853 23.064 4.468
C: -15.479 23.535 4.828
H: -20.791 21.839 4.505
H: -19.754 23.283 4.510
H: -20.160 22.315 6.001
H: -18.879 20.394 5.270
H: -18.481 21.108 3.829
H: -16.595 22.939 7.169
H: -18.265 23.419 6.834
H: -18.168 21.951 8.811
H: -19.053 21.214 7.488
H: -17.401 20.646 7.788
H: -17.462 23.961 4.355
H: -16.720 22.619 3.481
H: -15.451 24.101 5.759
H: -15.118 24.289 4.129
H: -14.803 22.690 4.956
C: -18.084 16.080 9.625
C: -16.896 15.134 9.655
N: -16.018 15.190 8.472
C: -16.718 14.762 7.275
C: -15.789 14.192 6.168
C: -15.362 16.483 8.274
C: -14.415 16.879 9.389
H: -18.708 15.891 8.752
H: -17.910 17.156 9.610
H: -18.685 15.764 10.478
H: -16.270 15.446 10.492
H: -17.223 14.102 9.779
H: -17.389 13.926 7.473
H: -17.230 15.569 6.750
H: -15.051 13.452 6.478
H: -16.379 13.761 5.359
H: -15.225 15.033 5.764
H: -16.097 17.271 8.107
H: -14.687 16.378 7.425
H: -14.883 17.050 10.359
H: -13.957 17.795 9.015
H: -13.648 16.115 9.517
C: -16.270 21.114 11.620
C: -15.653 21.911 12.744
N: -16.656 22.139 13.798
C: -17.749 23.021 13.364
C: -19.097 22.973 14.183
C: -16.048 22.686 15.007
C: -15.208 21.626 15.758
H: -17.071 21.561 11.030
H: -16.647 20.133 11.907
H: -15.517 20.904 10.860
H: -14.807 21.350 13.141
H: -15.274 22.892 12.458
H: -17.346 24.033 13.335
H: -17.978 22.788 12.324
H: -19.924 23.595 13.841
H: -19.425 21.934 14.201
H: -18.904 23.295 15.207
H: -16.858 23.064 15.631
H: -15.474 23.608 14.919
H: -15.194 21.927 16.806
H: -14.248 21.349 15.324
H: -15.765 20.694 15.862
C: -21.134 13.805 4.538
C: -19.876 14.298 5.321
N: -19.060 15.288 4.644
C: -19.714 16.632 4.556
C: -20.099 17.086 6.000
C: -18.615 14.822 3.292
C: -17.344 15.532 2.834
H: -20.810 13.178 3.707
H: -21.732 14.695 4.346
H: -21.742 13.236 5.241
H: -20.396 14.643 6.215
H: -19.228 13.476 5.622
H: -20.623 16.514 3.966
H: -19.068 17.354 4.056
H: -19.311 16.783 6.690
H: -21.045 16.641 6.308
H: -20.164 18.174 6.029
H: -18.393 13.767 3.448
H: -19.485 14.898 2.638
H: -16.759 14.976 2.101
H: -17.618 16.523 2.472
H: -16.681 15.780 3.663
C: -11.311 25.060 7.411
C: -12.723 25.032 8.045
N: -12.771 24.096 9.202
C: -11.705 24.271 10.145
C: -11.701 23.144 11.206
C: -14.082 23.978 9.794
C: -14.621 25.162 10.679
H: -10.744 24.134 7.314
H: -10.663 25.807 7.868
H: -11.335 25.337 6.357
H: -13.065 26.018 8.360
H: -13.425 24.651 7.303
H: -10.701 24.227 9.724
H: -11.708 25.196 10.723
H: -12.611 23.202 11.802
H: -11.481 22.179 10.751
H: -10.817 23.400 11.790
H: -14.160 23.036 10.337
H: -14.826 23.893 9.002
H: -15.573 24.820 11.085
H: -14.852 26.028 10.058
H: -13.914 25.561 11.407
C: -6.586 17.958 8.530
C: -8.069 17.770 8.434
N: -8.724 18.178 9.701
C: -10.169 18.069 9.481
C: -10.815 19.077 8.550
C: -8.263 17.356 10.815
C: -8.911 17.672 12.140
H: -6.144 17.224 9.204
H: -6.389 18.977 8.865
H: -6.107 17.744 7.575
H: -8.342 18.402 7.589
H: -8.337 16.748 8.163
H: -10.505 17.063 9.227
H: -10.750 18.301 10.374
H: -10.326 19.126 7.578
H: -11.835 18.801 8.281
H: -10.967 20.105 8.880
H: -7.246 17.706 10.991
H: -8.267 16.288 10.598
H: -8.915 18.735 12.384
H: -8.388 17.242 12.994
H: -9.905 17.232 12.218
C: -13.391 16.775 3.470
N: -13.904 16.399 2.161
C: -14.632 17.187 1.341
C: -15.213 16.510 0.084
O: -14.856 18.322 1.676
H: -12.422 16.328 3.694
H: -14.101 16.446 4.229
H: -13.338 17.847 3.657
H: -13.559 15.540 1.756
H: -16.299 16.578 0.015
H: -15.028 15.444 0.216
H: -14.699 16.955 -0.768
C: -13.983 21.123 7.548
N: -14.941 20.499 6.619
C: -14.715 19.317 5.985
C: -15.895 18.825 5.150
O: -13.677 18.675 6.126
H: -12.968 20.755 7.402
H: -14.347 20.825 8.532
H: -14.009 22.213 7.546
H: -15.752 21.051 6.380
H: -15.499 18.092 4.447
H: -16.328 19.636 4.566
H: -16.647 18.277 5.718

The molecular weight comes out at 753.348 g mol⁻¹. Its SMILES is CCN(CC)CC.CCN(CC)CC.CCN(CC)CC.CCN(CC)CC.CCN(CC)CC.CCN(CC)CC.CNC(C)=O.CNC(C)=O. The spin multiplicity is 1.

2.
Molecular formula: C42H104O24P2
Method: DFT, the ωB97M-V functional and the def2-TZVPD basis

CARTESIAN COORDINATES (ANGSTROEM)
C: 2.679 -2.184 2.809
O: 2.629 -2.378 4.254
P: 2.983 -3.828 4.930
O: 3.384 -4.862 3.919
O: 4.045 -3.529 6.194
C: 5.270 -4.192 6.406
O: 1.633 -4.177 5.741
C: 1.491 -5.384 6.444
H: 1.678 -1.852 2.534
H: 2.930 -3.017 2.153
H: 3.262 -1.306 2.532
H: 5.534 -4.824 5.558
H: 5.161 -4.846 7.271
H: 6.017 -3.429 6.625
H: 2.304 -6.085 6.256
H: 0.506 -5.754 6.162
H: 1.507 -5.111 7.499
C: 0.099 -1.353 1.900
O: 1.030 -0.663 1.166
P: 0.613 0.879 0.737
O: 0.445 1.829 1.886
O: -0.729 0.720 -0.171
C: -1.958 1.247 0.226
O: 1.667 1.254 -0.461
C: 1.887 0.316 -1.473
H: 0.618 -1.850 2.720
H: -0.307 -2.090 1.208
H: -0.711 -0.699 2.225
H: -1.860 2.072 0.932
H: -2.556 0.471 0.703
H: -2.454 1.627 -0.666
H: 1.685 0.763 -2.446
H: 1.341 -0.613 -1.306
H: 2.938 0.037 -1.544
C: -1.037 3.341 -0.609
O: -0.383 4.429 -1.167
C: 0.821 4.806 -0.514
C: 1.379 6.143 -1.030
O: 2.392 6.691 -0.249
C: 3.610 6.011 -0.233
H: -0.384 2.473 -0.520
H: -1.818 2.981 -1.279
H: -1.504 3.639 0.329
H: 1.557 4.036 -0.743
H: 0.725 4.933 0.565
H: 0.554 6.855 -1.039
H: 1.757 5.965 -2.037
H: 4.290 6.373 0.538
H: 4.079 6.161 -1.205
H: 3.593 4.939 -0.038
C: -4.259 0.372 2.168
O: -3.481 1.471 1.791
C: -3.098 2.318 2.864
C: -1.650 2.896 2.611
O: -1.215 3.978 3.455
C: 0.104 4.394 3.301
H: -5.206 0.605 2.656
H: -3.584 -0.157 2.840
H: -4.533 -0.218 1.294
H: -3.204 1.859 3.846
H: -3.653 3.255 2.808
H: -1.562 3.344 1.621
H: -0.907 2.099 2.588
H: 0.849 3.615 3.463
H: 0.436 5.330 3.750
H: 0.371 4.622 2.268
C: -4.028 -0.742 -4.262
O: -3.158 -1.055 -3.236
C: -1.977 -0.240 -3.270
C: -1.125 -0.590 -2.043
O: -0.792 -1.977 -2.101
C: 0.093 -2.420 -1.130
H: -3.662 -0.868 -5.281
H: -4.511 0.209 -4.038
H: -4.931 -1.338 -4.129
H: -2.224 0.820 -3.218
H: -1.471 -0.484 -4.204
H: -1.732 -0.432 -1.152
H: -0.205 -0.007 -2.003
H: -0.091 -1.938 -0.170
H: 1.140 -2.258 -1.384
H: -0.012 -3.503 -1.059
C: 0.861 -1.185 -4.092
O: 1.688 -0.971 -2.916
C: 2.800 -1.762 -2.914
C: 3.395 -1.845 -1.450
O: 2.376 -2.159 -0.482
C: 2.908 -2.381 0.796
H: -0.110 -0.693 -4.134
H: 0.590 -2.232 -4.228
H: 1.548 -0.966 -4.909
H: 3.485 -1.362 -3.662
H: 2.586 -2.762 -3.289
H: 3.908 -0.914 -1.209
H: 4.175 -2.606 -1.425
H: 3.569 -1.584 1.136
H: 3.466 -3.300 0.976
H: 2.109 -2.397 1.537
C: -4.191 2.004 0.146
O: -3.742 2.227 -1.191
C: -4.507 1.636 -2.184
C: -4.173 2.186 -3.652
O: -4.274 3.613 -3.962
C: -3.060 4.285 -3.980
H: -4.416 0.981 0.447
H: -4.977 2.703 0.433
H: -3.349 2.355 0.744
H: -5.552 1.856 -1.966
H: -4.429 0.549 -2.175
H: -4.636 1.628 -4.466
H: -3.157 1.872 -3.890
H: -2.539 3.948 -4.877
H: -2.372 4.200 -3.139
H: -3.219 5.357 -4.101
C: -2.577 -2.222 2.185
O: -2.146 -2.832 0.946
C: -2.562 -2.119 -0.213
C: -4.057 -2.112 -0.506
O: -4.708 -1.166 0.271
C: -5.964 -0.809 -0.127
H: -3.654 -2.242 2.351
H: -2.138 -1.227 2.257
H: -2.083 -2.633 3.065
H: -2.150 -2.581 -1.109
H: -2.162 -1.106 -0.158
H: -4.433 -3.097 -0.230
H: -4.223 -1.935 -1.569
H: -6.381 -0.179 0.658
H: -6.582 -1.704 -0.056
H: -5.989 -0.294 -1.088
C: -0.659 -3.271 4.259
O: 0.000 -3.648 3.022
C: 0.702 -4.862 3.036
C: 1.181 -5.273 1.629
O: 0.184 -5.444 0.653
C: -0.369 -4.264 0.125
H: 0.084 -3.041 5.023
H: -1.295 -4.049 4.681
H: -1.335 -2.424 4.143
H: 0.149 -5.734 3.384
H: 1.520 -4.672 3.731
H: 1.832 -6.147 1.622
H: 1.911 -4.545 1.274
H: -0.888 -3.693 0.894
H: -1.163 -4.607 -0.539
H: 0.325 -3.642 -0.441
C: 0.313 2.890 -4.857
C: 0.727 3.080 -3.480
C: -0.113 2.139 -2.671
O: -0.029 0.983 -3.557
C: 0.029 1.411 -4.927
H: 0.971 3.186 -5.674
H: -0.646 3.356 -5.083
H: 0.517 4.129 -3.268
H: 1.804 2.919 -3.528
H: -1.154 2.454 -2.596
H: 0.420 2.020 -1.728
H: -0.939 1.235 -5.397
H: 0.782 0.804 -5.429
C: 5.713 0.287 -0.037
C: 4.521 1.223 0.192
C: 4.406 1.920 -1.177
O: 5.780 2.105 -1.519
C: 6.550 1.010 -1.110
H: 5.368 -0.733 -0.204
H: 6.280 0.185 0.888
H: 4.664 2.024 0.917
H: 3.594 0.684 0.389
H: 3.975 2.921 -1.172
H: 3.905 1.347 -1.957
H: 7.383 1.450 -0.562
H: 6.932 0.341 -1.881

The molecular weight comes out at 1055.218 g mol⁻¹. The spin multiplicity is 1.

no.,Kohn-Sham gap (eV),E_HOMO (eV)
1,8.6,-7.8874
2,7.5,-6.9465